Density functional theory data (ωB97M-V/def2-TZVPD) for a 2-piece molecular cluster, C20H46BrClIN7O6PS overall.

Structure (ORCA input):
```
! wB97M-V def2-TZVPD RIJCOSX def2/J DEFGRID3
* xyz 1 1
C 0.98 -2.79 2.50
C 1.41 -1.45 1.76
C 0.39 -0.31 2.07
Cl 0.73 0.18 3.83
N 0.48 0.90 1.27
C 1.78 1.31 0.75
N 2.26 0.63 -0.46
C -0.68 1.36 0.62
N -1.37 2.51 1.20
C -1.67 2.24 2.65
C -2.97 3.00 3.12
C -3.83 2.02 4.04
I -2.49 4.72 4.39
C -0.47 3.68 1.22
P -0.11 4.38 -0.46
O -0.11 3.37 -1.57
O 1.44 5.02 -0.36
O -1.08 5.68 -0.84
N -1.20 0.86 -0.46
C -0.54 -0.28 -1.14
C -1.47 -1.33 -1.83
C -2.18 -2.36 -0.89
C -1.41 -2.71 0.42
N -1.76 -4.14 0.80
C -2.86 -4.02 1.74
N -2.67 -3.85 3.00
N -4.19 -4.06 1.11
C -2.39 1.47 -1.07
C -3.79 1.03 -0.49
C -4.69 0.21 -1.52
Br -3.75 0.03 1.21
H 1.62 -2.97 3.39
H -0.07 -2.73 2.87
H 1.11 -3.64 1.79
H 2.37 -1.15 2.24
H 1.64 -1.59 0.68
H -0.67 -0.64 2.09
H 2.55 1.16 1.55
H 1.80 2.41 0.55
H 3.28 0.71 -0.47
H 1.84 1.08 -1.27
H -1.83 1.16 2.84
H -0.82 2.58 3.26
H -3.63 3.30 2.28
H -4.26 2.61 4.88
H -4.70 1.64 3.45
H -3.22 1.19 4.45
H -0.99 4.47 1.81
H 0.49 3.49 1.78
H 1.40 5.96 -0.12
H -1.95 5.32 -1.07
H 0.19 -0.81 -0.50
H 0.08 0.18 -1.96
H -2.25 -0.89 -2.50
H -0.81 -1.92 -2.51
H -2.26 -3.32 -1.47
H -3.24 -2.06 -0.72
H -0.32 -2.67 0.29
H -1.81 -2.08 1.25
H -0.95 -4.43 1.36
H -3.62 -3.77 3.39
H -4.76 -4.62 1.74
H -4.51 -3.09 1.17
H -2.37 2.58 -1.04
H -2.40 1.23 -2.15
H -4.38 1.95 -0.29
H -5.63 0.78 -1.69
H -5.02 -0.76 -1.10
H -4.21 0.11 -2.52
O 5.07 -0.10 -2.10
S 4.95 -1.01 -3.21
O 4.72 -2.41 -3.02
O 6.23 -0.82 -4.17
C 7.54 -0.94 -3.60
C 7.92 -2.39 -3.35
C 3.74 -0.39 -4.34
H 7.61 -0.35 -2.68
H 8.23 -0.50 -4.31
H 7.30 -2.84 -2.58
H 8.96 -2.46 -3.04
H 7.78 -2.98 -4.26
H 3.94 0.67 -4.52
H 2.76 -0.52 -3.88
H 3.79 -0.96 -5.26
*
```

As for the HOMO-LUMO gap: 8.319 eV. As for the electronic energy: -154985.2186 eV.